(1)
# C9H17N3O7

2 unconnected molecules or ions with the total composition C9H17N3O7 (the ωB97M-V functional and the def2-TZVPD basis, the OMol25 dataset).

Atoms and positions in Å:
1 N -2.49 3.19 -1.13
2 C -2.27 2.13 -0.32
3 O -2.90 1.97 0.72
4 C -1.21 1.14 -0.78
5 C -1.80 -0.20 -1.23
6 C -2.68 -0.86 -0.16
7 N -2.01 -0.85 1.14
8 C -3.01 -2.29 -0.57
9 O -2.56 -2.87 -1.52
10 O -3.88 -2.93 0.26
11 H -3.19 3.87 -0.85
12 H -1.96 3.36 -1.97
13 H -0.61 1.56 -1.60
14 H -0.54 0.97 0.07
15 H -2.38 -0.08 -2.15
16 H -0.97 -0.88 -1.45
17 H -3.64 -0.32 -0.13
18 H -2.34 -1.59 1.75
19 H -2.21 0.05 1.58
20 H -4.22 -2.30 0.92
21 N 2.07 0.43 2.17
22 C 2.50 0.12 0.81
23 C 3.99 -0.20 0.65
24 C 4.45 -0.38 -0.78
25 O 5.28 -1.17 -1.14
26 O 3.87 0.52 -1.61
27 C 1.64 -1.03 0.26
28 O 2.00 -1.74 -0.64
29 O 0.46 -1.15 0.86
30 H 2.53 -0.18 2.85
31 H 2.29 1.39 2.43
32 H 2.26 0.99 0.19
33 H 4.26 -1.11 1.19
34 H 4.58 0.63 1.08
35 H 4.20 0.31 -2.49
36 H 0.46 -0.49 1.59

Its structure (SMILES) is NC(=O)CC[C@H](N)C(=O)O.N[C@@H](CC(=O)O)C(=O)O. For the LUMO energy, the calculation gives 0.27 eV. For the gap between HOMO and LUMO, the calculation gives 0.35080 Ha. Its total charge is 0.

Computed Löwdin charges, given in elementary charges: number 1, N, carries 0.169; number 2, C, carries -0.526; number 3, O, carries 0.029; number 4, C, carries -0.107; number 5, C, carries -0.128; number 6, C, carries -0.310; number 7, N, carries 0.062; number 8, C, carries -0.470; number 9, O, carries 0.135; number 10, O, carries 0.104; number 11, H, carries 0.112; number 12, H, carries 0.101; number 13, H, carries 0.116; number 14, H, carries 0.099; number 15, H, carries 0.131; number 16, H, carries 0.118; number 17, H, carries 0.146; number 18, H, carries 0.088; number 19, H, carries 0.074; number 20, H, carries 0.108; number 21, N, carries 0.051; number 22, C, carries -0.295; number 23, C, carries -0.049; number 24, C, carries -0.535; number 25, O, carries 0.114; number 26, O, carries 0.101; number 27, C, carries -0.484; number 28, O, carries 0.132; number 29, O, carries 0.067; number 30, H, carries 0.100; number 31, H, carries 0.093; number 32, H, carries 0.153; number 33, H, carries 0.140; number 34, H, carries 0.137; number 35, H, carries 0.136; number 36, H, carries 0.088

(2)
# C22H44N3OP3SeTb

A molecular structure, C22H44N3OP3SeTb (the ωB97M-V functional and the def2-TZVPD basis, the OMol25 dataset).

Atoms and positions in Å:
1 Tb -0.19 -0.26 0.59
2 P 2.08 -0.44 0.21
3 P 0.11 1.90 1.38
4 P -0.56 -2.15 -0.69
5 H -1.26 1.79 -1.07
6 C -1.40 0.72 -0.92
7 C -2.24 0.29 0.19
8 H -2.67 1.04 0.84
9 C 2.80 0.26 -1.36
10 C 3.30 0.32 1.39
11 C 2.92 -2.09 0.14
12 C -1.38 2.97 1.62
13 C 0.94 2.31 2.99
14 C 1.05 3.04 0.26
15 C -2.29 -2.54 -1.21
16 C -0.10 -3.86 -0.14
17 C 0.21 -2.17 -2.38
18 H -1.51 0.22 -1.89
19 H -2.93 -0.53 0.03
20 H 3.89 0.11 -1.42
21 H 2.58 1.32 -1.43
22 H 2.33 -0.23 -2.22
23 H 4.33 0.11 1.07
24 H 3.15 -0.11 2.39
25 H 3.17 1.40 1.46
26 H 4.00 -1.97 0.00
27 H 2.53 -2.70 -0.68
28 H 2.75 -2.63 1.08
29 H -1.07 3.96 1.95
30 H -2.03 2.53 2.38
31 H -1.95 3.05 0.69
32 H 1.28 3.36 2.99
33 H 1.80 1.66 3.17
34 H 0.23 2.18 3.80
35 H 0.99 4.07 0.61
36 H 0.63 2.96 -0.75
37 H 2.10 2.74 0.21
38 H -2.29 -3.42 -1.86
39 H -2.72 -1.70 -1.76
40 H -2.92 -2.73 -0.34
41 H -0.27 -4.59 -0.94
42 H -0.71 -4.14 0.73
43 H 0.95 -3.90 0.16
44 H -0.14 -3.02 -2.97
45 H 1.30 -2.21 -2.30
46 H -0.06 -1.24 -2.89
47 C -0.13 2.59 -5.31
48 C -1.28 2.64 -4.52
49 C -2.48 3.10 -5.06
50 C -2.54 3.51 -6.39
51 C -1.39 3.46 -7.18
52 C -0.19 3.00 -6.65
53 Se 1.56 1.97 -4.64
54 H 1.05 1.70 -3.28
55 H -1.24 2.33 -3.48
56 H -3.37 3.14 -4.44
57 H -3.48 3.87 -6.81
58 H -1.43 3.77 -8.22
59 H 0.70 2.96 -7.27
60 C 1.46 -1.67 6.07
61 N 0.45 -1.88 5.02
62 C -0.58 -2.72 5.30
63 C -1.55 -2.92 4.36
64 C -1.48 -2.27 3.12
65 N -0.42 -1.43 2.80
66 C 0.52 -1.25 3.79
67 O 1.43 -0.50 3.58
68 N -2.54 -2.48 2.24
69 H 2.26 -0.97 5.76
70 H 1.94 -2.64 6.33
71 H 0.98 -1.25 6.98
72 H -0.64 -3.22 6.25
73 H -2.39 -3.57 4.59
74 H -3.33 -3.10 2.47
75 H -2.59 -1.88 1.45

As for the expectation value of S²: 12.808. For the LUMO energy (spin up / spin down), the calculation gives -9.01 / -11.62 eV. Its spin multiplicity is 7. For the gap between HOMO and LUMO (spin up / spin down), the calculation gives 0.25375 / 0.17934 Ha. Its total charge is +3.

Computed Löwdin charges, given in elementary charges: number 1, Tb, carries 0.712; number 2, P, carries 0.704; number 3, P, carries 0.716; number 4, P, carries 0.692; number 5, H, carries 0.039; number 6, C, carries -0.364; number 7, C, carries -0.319; number 8, H, carries 0.061; number 9, C, carries -0.229; number 10, C, carries -0.215; number 11, C, carries -0.218; number 12, C, carries -0.222; number 13, C, carries -0.211; number 14, C, carries -0.226; number 15, C, carries -0.217; number 16, C, carries -0.205; number 17, C, carries -0.223; number 18, H, carries 0.044; number 19, H, carries 0.048; number 20, H, carries 0.079; number 21, H, carries 0.017; number 22, H, carries 0.017; number 23, H, carries 0.075; number 24, H, carries 0.039; number 25, H, carries 0.035; number 26, H, carries 0.074; number 27, H, carries 0.028; number 28, H, carries 0.063; number 29, H, carries 0.074; number 30, H, carries 0.064; number 31, H, carries 0.051; number 32, H, carries 0.073; number 33, H, carries 0.015; number 34, H, carries 0.065; number 35, H, carries 0.074; number 36, H, carries 0.029; number 37, H, carries 0.029; number 38, H, carries 0.075; number 39, H, carries 0.057; number 40, H, carries 0.040; number 41, H, carries 0.073; number 42, H, carries 0.048; number 43, H, carries 0.028; number 44, H, carries 0.074; number 45, H, carries 0.027; number 46, H, carries 0.037; number 47, C, carries -0.519; number 48, C, carries -0.082; number 49, C, carries -0.012; number 50, C, carries 0.027; number 51, C, carries 0.000; number 52, C, carries -0.069; number 53, Se, carries 1.171; number 54, H, carries -0.131; number 55, H, carries 0.085; number 56, H, carries 0.131; number 57, H, carries 0.142; number 58, H, carries 0.138; number 59, H, carries 0.125; number 60, C, carries 0.020; number 61, N, carries -0.024; number 62, C, carries 0.020; number 63, C, carries 0.005; number 64, C, carries -0.309; number 65, N, carries 0.074; number 66, C, carries -0.515; number 67, O, carries 0.021; number 68, N, carries 0.172; number 69, H, carries 0.107; number 70, H, carries 0.118; number 71, H, carries 0.118; number 72, H, carries 0.160; number 73, H, carries 0.130; number 74, H, carries 0.151; number 75, H, carries 0.020

Electronic energy readings, ordered: -28413.35125 -145656.63667 eV
Molar mass readings, ordered: 279.25 697.42 g mol⁻¹
Energy relative to the best compared isomer or geometry (same formula, charge and spin) readings, ordered: 4.0 302.4 kcal per mole